{
  "formula": "C3H6O",
  "method": "ωB97M-V/def2-TZVPD",
  "species": ["H", "C", "H", "H", "C", "C", "H", "H", "O", "H"],
  "positions_angstrom": [[-0.55344, 0.08938, -2.66880], [0.96282, 0.08386, 0.32448], [0.98584, 0.17479, 2.49059], [-0.74554, 0.04620, 1.63964], [0.31533, 0.40920, 1.59367], [-0.75937, -0.55228, -1.68734], [0.03557, 1.52272, 1.42550], [-1.43703, -0.17478, -1.05844], [2.08253, 0.04860, -0.07350], [-0.88671, -1.64769, -1.98580]],
  "atomic_forces_ev_per_a": [[-0.2, -1.2, 2.5], [1.0, -0.9, -2.6], [-1.1, 0.6, -1.1], [1.3, -0.5, 0.2], [-1.2, 1.6, 0.7], [2.7, -1.3, -4.7], [1.1, -1.3, 0.7], [-2.6, 1.4, 2.2], [-1.4, 0.2, 1.2], [0.4, 1.5, 0.9]],
  "lowdin_charge": [0.036, -0.266, 0.111, 0.083, -0.081, 0.019, 0.121, -0.110, 0.079, 0.006],
  "gap_ev": [8.078, 8.897],
  "lumo_ev": [0.445, 0.363],
  "homo_energy_ev": [-7.6, -8.5],
  "relative_energy_kcal_mol": 100.9
}